Entry 1:
{"formula": "C3H12NO2S", "method": "ωB97M-V/def2-TZVPD", "species": ["C", "N", "C", "C", "S", "H", "H", "H", "H", "H", "H", "H", "H", "H", "H", "O", "H", "H", "O"], "xyz": [[2.5982, -0.4101, 0.4366], [1.8680, 0.8470, 0.4922], [0.4156, 0.7825, 0.3913], [-0.1229, 2.1862, 0.0656], [-1.8944, 2.2102, -0.3026], [1.9824, -1.1202, 0.9894], [2.9081, -0.7298, -0.5625], [3.4979, -0.3205, 1.0630], [2.2896, 1.6168, 0.0035], [-0.0113, 0.4152, 1.3238], [0.0818, 0.1372, -0.4305], [0.0328, 2.7808, 0.9703], [0.5027, 2.5692, -0.7409], [-3.3618, -1.0281, -1.2701], [-2.3626, 0.0344, -0.8378], [-2.4183, -0.9185, -1.1087], [-1.7164, -2.3385, -0.4549], [-2.5623, -3.4099, 0.2164], [-1.7272, -3.3040, -0.2441]], "total_charge": -1, "e_homo_ev": -2.90}

=====

Entry 2:
{"formula": "C3H12NO2S", "method": "ωB97M-V/def2-TZVPD", "species": ["C", "C", "S", "C", "N", "H", "H", "H", "H", "H", "H", "H", "H", "H", "H", "O", "H", "H", "O"], "xyz": [[-0.2874, 0.2606, -0.1269], [-0.7106, -1.0749, 0.4683], [0.6420, -1.6923, 1.5512], [0.7427, 0.0641, -1.2713], [0.7723, 1.1442, -2.2525], [0.1706, 0.8421, 0.6748], [-1.1466, 0.8422, -0.4913], [-0.9676, -1.8142, -0.3095], [-1.6526, -0.9612, 1.0058], [0.3639, -0.8135, -1.8298], [1.6662, -0.2496, -0.7958], [-0.1549, 1.3612, -2.5508], [1.2420, 1.9737, -1.9019], [0.6518, 1.0087, 3.9415], [1.6889, 0.1053, 4.2527], [1.3975, 0.9752, 4.5668], [-3.1713, 0.3286, -4.1412], [-2.2263, 1.3170, -3.4070], [-2.8485, 1.2367, -4.1351]], "total_charge": -1, "e_homo_ev": -2.78}

=====

Entry 3:
{"formula": "C3H12NO2S", "method": "ωB97M-V/def2-TZVPD", "species": ["C", "N", "C", "C", "S", "H", "H", "H", "H", "H", "H", "H", "H", "H", "H", "O", "H", "H", "O"], "xyz": [[-0.1834, 1.0471, -1.3325], [1.0963, 1.5075, -0.8509], [1.1155, 1.9364, 0.5504], [0.7444, 0.8687, 1.5884], [1.5374, -0.7315, 1.3073], [0.0358, 0.4453, -2.2163], [-0.9257, 1.7886, -1.6643], [-0.7280, 0.5512, -0.5330], [1.7889, 0.7814, -0.9208], [2.1204, 2.2742, 0.7665], [0.4872, 2.8360, 0.5722], [-0.3493, 0.9018, 1.6685], [1.1996, 1.2675, 2.4880], [-2.1554, -1.6743, -2.3006], [-1.5124, -2.6948, -1.3889], [-2.3534, -2.2395, -1.5467], [-1.2716, -3.0650, 1.7653], [-0.1359, -2.4975, 0.8201], [-0.5104, -3.3033, 1.2275]], "total_charge": -1, "e_homo_ev": -2.87}

=====

Here are the calculated frontier orbital gap numbers, same order: 6.575, 5.857, 6.418 (eV).
Here are the calculated ΔE to the lowest compared entry with this formula, charge and spin numbers, same order: 19.3, 25.0, 27.1 (kcal per mole).